[1]
{
  "formula": "C2H22O8S",
  "method": "ωB97M-V/def2-TZVPD",
  "species": ["C", "C", "S", "H", "H", "H", "H", "H", "H", "H", "H", "O", "H", "H", "O", "H", "H", "O", "H", "H", "O", "H", "H", "O", "H", "H", "O", "H", "H", "O", "H", "H", "O"],
  "xyz": [[0.803, -1.852, -1.745], [0.495, -0.593, -0.833], [1.112, 0.570, -2.008], [1.632, -2.374, -1.559], [0.613, -1.751, -2.824], [0.177, -2.676, -1.279], [-0.563, -0.538, -0.699], [0.879, -0.856, 0.183], [0.511, 1.712, -2.024], [-2.921, 0.998, 0.521], [-1.909, 2.005, 0.161], [-2.001, 1.184, 0.704], [3.205, -1.809, 1.499], [2.008, -1.781, 2.276], [2.794, -2.256, 2.130], [-0.523, 3.090, -0.963], [-1.754, 3.216, -1.851], [-1.476, 3.133, -1.004], [-0.488, -0.963, 2.292], [-0.659, 0.416, 1.667], [-0.040, -0.189, 2.002], [-1.807, -2.732, 2.138], [-2.603, -1.603, 1.681], [-1.998, -1.815, 2.489], [-0.067, 3.086, 1.408], [1.450, 3.096, 1.005], [0.568, 3.331, 0.637], [2.294, -0.007, 1.222], [2.967, 0.939, 0.209], [3.093, 0.535, 1.020], [-2.095, -1.929, -2.950], [-1.581, -0.556, -3.056], [-2.118, -1.030, -2.446]],
  "lowdin_charge": [-0.22, -0.58, 0.81, 0.01, 0.05, 0.09, 0.02, 0.05, -0.21, 0.05, 0.01, -0.07, -0.06, -0.01, 0.03, 0.00, 0.01, -0.01, -0.02, -0.04, -0.06, 0.08, 0.11, -0.09, 0.11, 0.06, -0.09, 0.01, -0.04, -0.04, 0.10, -0.01, -0.08],
  "e_tot_ev": -29644.036,
  "de_lowest_kcal_mol": 77.9,
  "lumo_ev": 0.01,
  "orbital_gap_ev": 9.1,
  "charge": 0,
  "homo_energy_ev": -9.12,
  "smiles": "CCS.O.O.O.O.O.O.O.O"
}


[2]
{
  "formula": "C2H22O9",
  "method": "ωB97M-V/def2-TZVPD",
  "species": ["C", "O", "H", "H", "H", "H", "C", "O", "H", "H", "H", "H", "O", "H", "H", "O", "H", "H", "O", "H", "H", "O", "H", "H", "O", "H", "H", "O", "H", "H", "O", "H", "H"],
  "xyz": [[-3.556, -0.522, 0.928], [-2.854, -1.706, 0.576], [-3.049, -0.033, 1.760], [-3.579, 0.160, 0.079], [-4.563, -0.721, 1.295], [-2.489, -2.208, 1.308], [1.099, 0.440, 0.610], [-0.062, 0.136, 1.397], [1.754, -0.429, 0.553], [0.793, 0.736, -0.394], [1.568, 1.250, 1.169], [-0.867, 0.465, 0.990], [-2.016, 2.622, 0.174], [-1.202, 2.936, 0.568], [-2.433, 3.410, -0.175], [0.925, -2.873, -0.771], [1.191, -3.599, -1.336], [1.725, -2.363, -0.643], [3.213, -1.232, -1.230], [4.054, -1.689, -1.236], [3.372, -0.431, -1.730], [2.610, 1.233, -2.572], [2.046, 1.887, -2.159], [2.054, 0.817, -3.230], [-1.072, -1.442, -1.774], [-1.781, -1.271, -1.154], [-0.510, -2.076, -1.328], [0.114, 4.123, 0.798], [0.889, 4.066, 1.357], [0.462, 4.290, -0.078], [0.887, -2.130, 2.408], [0.505, -1.264, 2.270], [0.770, -2.580, 1.571]],
  "lowdin_charge": [-0.14, -0.13, 0.07, 0.08, 0.07, 0.09, -0.11, -0.15, 0.06, 0.08, 0.08, 0.06, -0.06, -0.03, 0.03, -0.04, 0.07, 0.01, -0.04, 0.06, 0.01, -0.04, 0.04, 0.06, -0.07, -0.01, -0.04, -0.03, 0.06, 0.06, -0.06, -0.03, 0.00],
  "e_tot_ev": -20857.983,
  "de_lowest_kcal_mol": 24.4,
  "lumo_ev": -0.10,
  "orbital_gap_ev": 9.9,
  "charge": 0,
  "homo_energy_ev": -10.04,
  "smiles": "CO.CO.O.O.O.O.O.O.O"
}


[3]
{
  "formula": "C2H23HgO10",
  "method": "ωB97M-V/def2-TZVPD",
  "species": ["Hg", "C", "C", "O", "H", "H", "H", "H", "H", "O", "H", "H", "O", "H", "H", "O", "H", "H", "O", "H", "H", "O", "H", "H", "O", "H", "H", "O", "H", "H", "O", "H", "H", "O", "H", "H"],
  "xyz": [[1.335, 0.031, -3.913], [-0.114, 0.966, 0.202], [0.511, -0.325, -0.408], [1.276, -0.163, -1.570], [-0.974, 1.222, -0.417], [0.612, 1.779, 0.245], [-0.454, 0.844, 1.230], [-0.316, -1.036, -0.436], [1.250, -0.678, 0.311], [2.403, -2.990, -1.399], [2.453, -3.159, -2.340], [1.810, -2.242, -1.321], [3.959, -1.914, 1.451], [4.059, -1.430, 0.631], [4.148, -1.271, 2.134], [0.134, 2.731, 3.591], [-0.437, 3.232, 3.008], [-0.408, 2.549, 4.359], [0.626, -0.892, 3.052], [1.159, -0.863, 2.257], [-0.277, -0.925, 2.735], [-2.423, -0.832, 2.681], [-3.017, -0.104, 2.497], [-2.799, -1.574, 2.208], [-0.931, 0.577, -3.457], [-1.491, 0.079, -2.862], [-1.499, 1.268, -3.798], [3.496, 1.394, -0.136], [2.911, 0.859, -0.673], [2.985, 1.595, 0.648], [-2.733, -0.988, -2.295], [-3.674, -1.120, -2.177], [-2.333, -1.786, -1.951], [-3.972, 1.512, -1.120], [-3.821, 2.457, -1.106], [-3.452, 1.197, -1.859]],
  "lowdin_charge": [1.31, -0.04, -0.34, -0.34, 0.06, 0.08, 0.06, 0.12, 0.12, -0.03, 0.03, -0.03, -0.04, 0.01, 0.04, -0.05, 0.02, 0.04, -0.03, -0.01, -0.02, -0.03, 0.05, 0.04, -0.16, -0.02, 0.07, -0.03, -0.02, 0.03, -0.03, 0.08, 0.07, -0.04, 0.04, -0.01],
  "e_tot_ev": -27085.614,
  "de_lowest_kcal_mol": 49.4,
  "lumo_ev": -8.67,
  "orbital_gap_ev": 4.5,
  "charge": 1,
  "homo_energy_ev": -13.19
}


[4]
{
  "formula": "C2H24N2O10",
  "method": "ωB97M-V/def2-TZVPD",
  "species": ["C", "N", "C", "N", "O", "H", "H", "H", "H", "H", "H", "H", "H", "O", "H", "H", "O", "H", "H", "O", "H", "H", "O", "H", "H", "O", "H", "H", "O", "H", "H", "O", "H", "H", "O", "H", "H", "O"],
  "xyz": [[-2.928, 0.241, -0.141], [-1.567, -0.239, -0.401], [-0.694, 0.211, 0.563], [0.416, -0.562, 0.729], [-0.951, 1.174, 1.281], [-3.391, -0.410, 0.601], [-3.462, 0.297, -1.093], [-3.067, 1.275, 0.166], [-1.475, -1.066, -0.964], [0.468, -1.556, 0.569], [1.282, -0.145, 1.001], [-0.891, -3.774, 1.243], [0.061, -3.737, 2.577], [-0.115, -4.085, 1.708], [2.843, 2.102, -2.211], [1.911, 1.374, -3.301], [2.141, 1.457, -2.376], [-1.994, 2.379, 3.212], [-2.396, 1.082, 2.506], [-2.733, 1.786, 3.072], [0.653, -3.606, -2.232], [0.752, -4.189, -0.927], [0.558, -3.323, -1.310], [4.453, 1.495, -0.612], [3.383, 2.458, -0.254], [4.312, 2.453, -0.583], [-3.099, -2.141, 0.761], [-3.960, -3.191, 0.121], [-3.099, -3.072, 0.518], [-0.999, 2.924, 0.581], [-0.617, 4.291, 0.936], [-1.025, 3.809, 0.211], [1.282, 1.503, -0.567], [1.357, 2.260, 0.867], [1.826, 1.826, 0.159], [2.934, -0.829, -1.961], [3.951, 0.210, -2.384], [3.878, -0.685, -2.062]],
  "lowdin_charge": [-0.07, 0.05, -0.59, 0.19, -0.03, 0.07, 0.09, 0.09, 0.13, 0.08, 0.09, 0.00, 0.04, -0.05, 0.04, 0.07, -0.05, 0.02, -0.01, -0.07, 0.04, 0.04, -0.07, 0.02, -0.01, -0.08, 0.00, 0.04, -0.04, -0.03, 0.03, -0.06, 0.04, 0.06, -0.06, 0.02, 0.00, -0.06],
  "e_tot_ev": -25919.260,
  "de_lowest_kcal_mol": 63.7,
  "lumo_ev": 0.04,
  "orbital_gap_ev": 10.4,
  "charge": 0,
  "homo_energy_ev": -10.39,
  "smiles": "CNC(N)=O.O.O.O.O.O.O.O.O.O"
}


[5]
{
  "formula": "C2H24O10",
  "method": "ωB97M-V/def2-TZVPD",
  "species": ["O", "H", "H", "O", "H", "H", "O", "H", "H", "O", "H", "H", "O", "H", "H", "O", "H", "H", "O", "H", "H", "O", "H", "H", "C", "O", "H", "H", "H", "H", "C", "O", "H", "H", "H", "H"],
  "xyz": [[0.823, -3.077, 0.265], [0.915, -3.771, -0.393], [0.814, -2.320, -0.311], [-0.343, -2.782, 2.841], [-1.109, -3.325, 3.006], [0.051, -3.143, 2.024], [-3.821, 0.022, 0.528], [-3.380, 0.644, -0.150], [-3.107, -0.275, 1.084], [1.264, -1.790, -2.475], [1.518, -0.822, -2.423], [1.131, -1.960, -3.391], [-1.386, 0.888, -1.118], [-1.080, 0.557, -1.969], [-1.571, 0.054, -0.677], [-0.473, 3.438, 0.329], [-0.899, 2.731, -0.123], [-1.119, 4.033, 0.787], [-1.805, -1.842, -0.577], [-1.345, -2.532, -0.094], [-2.701, -1.887, -0.234], [-1.420, -0.259, 2.126], [-0.878, -1.071, 2.417], [-1.367, 0.362, 2.853], [2.434, 0.892, 1.744], [1.816, 1.878, 0.855], [2.498, 1.319, 2.738], [2.070, -0.174, 1.627], [3.434, 0.839, 1.292], [0.903, 2.141, 1.089], [1.277, 2.059, -2.612], [1.873, 0.996, -1.756], [1.656, 3.027, -2.330], [1.461, 1.762, -3.593], [0.143, 2.136, -2.545], [1.724, 1.249, -0.833]],
  "lowdin_charge": [-0.04, 0.07, 0.01, -0.05, 0.05, 0.02, -0.09, 0.07, -0.04, -0.06, 0.04, 0.02, -0.06, 0.04, -0.01, -0.05, -0.02, 0.08, -0.04, 0.02, 0.04, -0.09, 0.04, 0.05, -0.10, -0.17, 0.07, 0.09, 0.08, 0.05, -0.09, -0.16, 0.08, 0.05, 0.08, 0.02],
  "e_tot_ev": -22938.495,
  "de_lowest_kcal_mol": 24.6,
  "lumo_ev": 0.27,
  "orbital_gap_ev": 10.5,
  "charge": 0,
  "homo_energy_ev": -10.25,
  "smiles": "CO.CO.O.O.O.O.O.O.O.O"
}


[6]
{
  "formula": "C2H24O12",
  "method": "ωB97M-V/def2-TZVPD",
  "species": ["O", "H", "H", "H", "C", "C", "O", "O", "H", "H", "H", "O", "H", "H", "O", "H", "H", "O", "H", "H", "O", "H", "H", "O", "H", "H", "O", "H", "H", "O", "H", "H", "O", "H", "H", "O", "H", "H"],
  "xyz": [[5.498, 0.861, -15.550], [4.970, 1.607, -15.256], [4.915, 0.129, -15.760], [5.953, 1.127, -16.352], [8.207, 4.605, -19.974], [8.138, 3.438, -19.041], [7.609, 2.395, -19.379], [8.563, 3.648, -17.887], [9.247, 4.862, -20.179], [7.989, 5.540, -19.458], [7.693, 4.471, -20.925], [10.790, -0.111, -22.493], [10.846, 0.629, -21.888], [11.697, -0.288, -22.741], [6.145, 8.155, -22.624], [6.873, 8.677, -22.284], [6.235, 8.210, -23.575], [6.738, 5.411, -13.611], [7.319, 5.410, -14.372], [7.064, 6.124, -13.061], [10.223, 0.819, -14.045], [9.923, -0.066, -14.252], [9.970, 1.341, -14.806], [12.175, 5.268, -16.458], [11.969, 5.932, -15.800], [11.322, 4.968, -16.771], [6.153, 3.781, -25.536], [6.873, 4.399, -25.665], [5.770, 4.030, -24.695], [3.273, 0.783, -21.367], [4.039, 0.863, -20.798], [3.636, 0.615, -22.237], [13.119, 2.624, -19.644], [14.049, 2.465, -19.487], [12.816, 3.078, -18.858], [9.115, -2.738, -19.518], [8.402, -2.149, -19.272], [9.833, -2.155, -19.764]],
  "lowdin_charge": [0.40, 0.19, 0.19, 0.19, -0.05, -0.88, -0.08, -0.13, 0.06, 0.07, 0.07, -0.05, 0.03, 0.03, -0.05, 0.03, 0.03, -0.06, 0.03, 0.03, -0.05, 0.02, 0.03, -0.06, 0.03, 0.02, -0.05, 0.03, 0.03, -0.06, 0.02, 0.03, -0.05, 0.03, 0.02, -0.06, 0.02, 0.03],
  "e_tot_ev": -27028.834,
  "de_lowest_kcal_mol": 107.6,
  "lumo_ev": -2.66,
  "orbital_gap_ev": 4.5,
  "charge": 0,
  "homo_energy_ev": -7.20
}


[7]
{
  "formula": "C2H25FHfO11",
  "method": "ωB97M-V/def2-TZVPD",
  "species": ["Hf", "F", "C", "C", "O", "H", "H", "H", "H", "H", "O", "H", "H", "O", "H", "H", "O", "H", "H", "O", "H", "H", "O", "H", "H", "O", "H", "H", "O", "H", "H", "O", "H", "H", "O", "H", "H", "O", "H", "H"],
  "xyz": [[0.424, -6.097, -5.832], [4.037, -4.160, -6.237], [-0.496, 0.165, -1.844], [-0.375, -1.180, -1.232], [0.153, -2.252, -1.985], [-0.993, 0.186, -2.814], [0.472, 0.614, -2.066], [-1.212, 0.817, -1.343], [-1.294, -1.419, -0.697], [0.141, -0.980, -0.293], [4.004, -0.442, 4.376], [4.822, -0.388, 4.871], [3.902, 0.426, 3.986], [-3.414, 1.373, 4.042], [-2.869, 0.597, 4.173], [-2.815, 2.110, 4.169], [5.855, -1.908, 0.436], [5.588, -1.148, -0.080], [5.333, -1.850, 1.236], [-0.432, -1.752, 5.425], [-0.009, -1.548, 6.259], [0.186, -1.444, 4.761], [5.717, 3.359, -1.813], [5.971, 4.239, -2.093], [5.572, 3.440, -0.870], [3.144, -6.418, 1.692], [2.814, -5.780, 1.059], [3.891, -5.984, 2.104], [-6.240, 3.085, -4.346], [-6.048, 2.187, -4.076], [-7.033, 3.012, -4.876], [-0.702, 6.914, -4.520], [-0.368, 7.442, -5.246], [-0.614, 6.010, -4.820], [-3.810, -4.856, 2.272], [-3.522, -5.302, 1.476], [-3.057, -4.328, 2.537], [-5.789, 4.640, 0.978], [-5.498, 4.857, 0.092], [-5.437, 3.764, 1.138]],
  "lowdin_charge": [1.42, -0.42, -0.03, -0.20, 0.21, 0.12, 0.12, 0.11, 0.21, 0.22, -0.06, 0.04, 0.02, -0.03, 0.03, 0.04, -0.03, 0.03, 0.02, -0.05, 0.04, 0.02, -0.05, 0.04, 0.03, -0.05, 0.01, 0.03, -0.05, 0.02, 0.04, -0.03, 0.04, 0.03, -0.03, 0.02, 0.03, 0.00, 0.04, 0.04],
  "e_tot_ev": -28989.997,
  "de_lowest_kcal_mol": 336.8,
  "lumo_ev": -13.16,
  "orbital_gap_ev": 1.6,
  "charge": 2,
  "homo_energy_ev": -14.74
}


[8]
{
  "formula": "C2H26O18P",
  "method": "ωB97M-V/def2-TZVPD",
  "species": ["O", "H", "H", "H", "O", "H", "H", "H", "O", "H", "H", "H", "C", "O", "O", "O", "C", "O", "H", "H", "H", "P", "O", "O", "O", "O", "O", "H", "H", "O", "H", "H", "O", "H", "H", "O", "H", "H", "O", "H", "H", "O", "H", "H", "O", "H", "H"],
  "xyz": [[3.138, 1.485, 0.205], [2.917, 0.568, 0.385], [2.460, 2.066, 0.560], [3.925, 1.618, 0.738], [-0.273, -0.373, 0.165], [0.516, -0.773, 0.539], [-0.143, -0.294, -0.783], [-0.449, 0.500, 0.524], [-0.962, 0.119, 3.643], [-0.843, 1.001, 3.284], [-0.945, 0.189, 4.600], [-0.369, -0.520, 3.241], [0.112, 2.651, 1.680], [1.230, 3.022, 1.354], [-0.181, 2.624, 2.851], [-0.572, 2.053, 0.856], [1.291, -0.008, -3.324], [0.301, -0.317, -2.419], [1.884, 0.857, -3.027], [2.011, -0.803, -3.520], [0.845, 0.347, -4.252], [2.112, -1.220, 2.256], [2.689, -0.244, 3.298], [2.154, -0.797, 0.750], [0.662, -1.398, 2.650], [2.688, -2.655, 2.445], [1.618, -2.598, -0.989], [1.225, -2.058, -1.675], [1.932, -1.969, -0.339], [-2.931, -0.448, 1.074], [-3.657, -0.925, 0.673], [-3.216, 0.465, 1.079], [-2.873, 0.033, -2.230], [-3.150, -0.129, -3.132], [-1.917, 0.063, -2.274], [-3.192, 2.216, 1.008], [-2.265, 2.422, 0.884], [-3.551, 2.984, 1.453], [-0.438, 3.292, -1.644], [-0.356, 2.805, -0.824], [-0.438, 2.619, -2.324], [-1.286, -2.540, -3.390], [-0.787, -1.803, -3.039], [-1.162, -2.484, -4.338], [0.161, -3.855, 0.825], [-0.655, -4.141, 0.414], [0.739, -3.648, 0.091]],
  "lowdin_charge": [0.26, 0.03, 0.07, 0.15, 0.21, 0.04, 0.05, 0.05, 0.25, 0.07, 0.14, -0.01, -1.07, -0.06, -0.04, -0.09, -0.33, -0.39, 0.05, 0.05, 0.04, -0.08, -0.49, -0.42, -0.38, -0.51, -0.08, 0.00, -0.04, -0.05, 0.02, -0.03, -0.06, 0.01, -0.01, -0.06, 0.00, 0.03, -0.08, -0.02, 0.00, -0.07, -0.03, 0.01, -0.08, 0.00, -0.03],
  "e_tot_ev": -48637.604,
  "lumo_ev": 6.86,
  "orbital_gap_ev": 3.8,
  "charge": -3,
  "homo_energy_ev": 3.04
}


Repeat the eighth record exactly.
{
  "formula": "C2H26O18P",
  "method": "ωB97M-V/def2-TZVPD",
  "species": ["O", "H", "H", "H", "O", "H", "H", "H", "O", "H", "H", "H", "C", "O", "O", "O", "C", "O", "H", "H", "H", "P", "O", "O", "O", "O", "O", "H", "H", "O", "H", "H", "O", "H", "H", "O", "H", "H", "O", "H", "H", "O", "H", "H", "O", "H", "H"],
  "xyz": [[3.138, 1.485, 0.205], [2.917, 0.568, 0.385], [2.460, 2.066, 0.560], [3.925, 1.618, 0.738], [-0.273, -0.373, 0.165], [0.516, -0.773, 0.539], [-0.143, -0.294, -0.783], [-0.449, 0.500, 0.524], [-0.962, 0.119, 3.643], [-0.843, 1.001, 3.284], [-0.945, 0.189, 4.600], [-0.369, -0.520, 3.241], [0.112, 2.651, 1.680], [1.230, 3.022, 1.354], [-0.181, 2.624, 2.851], [-0.572, 2.053, 0.856], [1.291, -0.008, -3.324], [0.301, -0.317, -2.419], [1.884, 0.857, -3.027], [2.011, -0.803, -3.520], [0.845, 0.347, -4.252], [2.112, -1.220, 2.256], [2.689, -0.244, 3.298], [2.154, -0.797, 0.750], [0.662, -1.398, 2.650], [2.688, -2.655, 2.445], [1.618, -2.598, -0.989], [1.225, -2.058, -1.675], [1.932, -1.969, -0.339], [-2.931, -0.448, 1.074], [-3.657, -0.925, 0.673], [-3.216, 0.465, 1.079], [-2.873, 0.033, -2.230], [-3.150, -0.129, -3.132], [-1.917, 0.063, -2.274], [-3.192, 2.216, 1.008], [-2.265, 2.422, 0.884], [-3.551, 2.984, 1.453], [-0.438, 3.292, -1.644], [-0.356, 2.805, -0.824], [-0.438, 2.619, -2.324], [-1.286, -2.540, -3.390], [-0.787, -1.803, -3.039], [-1.162, -2.484, -4.338], [0.161, -3.855, 0.825], [-0.655, -4.141, 0.414], [0.739, -3.648, 0.091]],
  "lowdin_charge": [0.26, 0.03, 0.07, 0.15, 0.21, 0.04, 0.05, 0.05, 0.25, 0.07, 0.14, -0.01, -1.07, -0.06, -0.04, -0.09, -0.33, -0.39, 0.05, 0.05, 0.04, -0.08, -0.49, -0.42, -0.38, -0.51, -0.08, 0.00, -0.04, -0.05, 0.02, -0.03, -0.06, 0.01, -0.01, -0.06, 0.00, 0.03, -0.08, -0.02, 0.00, -0.07, -0.03, 0.01, -0.08, 0.00, -0.03],
  "e_tot_ev": -48637.604,
  "lumo_ev": 6.86,
  "orbital_gap_ev": 3.8,
  "charge": -3,
  "homo_energy_ev": 3.04
}